Entry 1:
# C10H20AlFNO

C10H20AlFNO as an isolated structure (the ωB97M-V functional and the def2-TZVPD basis, the OMol25 dataset).

Its orbital gap is 6.7 eV. For the total energy, the calculation gives -865.30824 a.u. As for the charge: -1. The spin multiplicity is 1.

CARTESIAN COORDINATES (ANGSTROEM)
1 C -1.390 -0.919 0.918
2 C -1.253 0.551 1.311
3 O -0.860 1.302 0.187
4 C -1.274 2.681 0.193
5 Al -1.086 3.471 -1.709
6 C 0.544 4.671 -1.885
7 C -0.939 1.871 -3.004
8 C 0.424 1.700 -3.672
9 F -1.929 1.999 -4.047
10 H -1.046 -1.054 -0.101
11 H -2.425 -1.244 0.944
12 H -0.786 -1.571 1.544
13 H -2.196 0.916 1.715
14 H -0.483 0.635 2.088
15 H -0.683 3.255 0.914
16 H -2.328 2.756 0.468
17 H -2.408 4.344 -2.079
18 H 1.460 4.230 -1.493
19 H 0.385 5.659 -1.456
20 H 0.712 4.827 -2.954
21 H -1.176 0.933 -2.508
22 H 1.174 2.388 -3.287
23 H 0.359 1.858 -4.746
24 H 0.807 0.693 -3.514
25 N 1.520 -5.421 3.393
26 C 2.102 -4.203 3.621
27 C 2.059 -3.493 2.452
28 C 1.428 -4.314 1.479
29 C 1.107 -5.497 2.090
30 H 1.411 -6.146 4.077
31 H 2.489 -3.946 4.592
32 H 2.433 -2.493 2.307
33 H 1.229 -4.061 0.452
34 H 0.618 -6.378 1.713

Entry 2:
# C2H7N4O

An isolated ion of composition C2H7N4O and charge +1 in a non-equilibrium geometry (the ωB97M-V functional and the def2-TZVPD basis, the OMol25 dataset).

Its orbital gap (alpha / beta) is 8.3 / 8.3 eV. For the total energy, the calculation gives -374.23719 a.u. The calculation puts the energy relative to the best compared isomer or geometry (same formula, charge and spin) at 133.3 kcal/mol. As for the charge: +1. The spin multiplicity is 1.

CARTESIAN COORDINATES (ANGSTROEM)
1 H -2.253 -2.311 0.287
2 N -2.035 -1.371 0.261
3 N -0.802 -1.117 -0.058
4 C -0.329 0.081 -0.419
5 C -1.073 1.363 -0.362
6 O -2.123 1.481 0.211
7 N 0.961 0.123 -0.746
8 N 1.734 0.496 0.513
9 H -0.123 -1.902 -0.240
10 H -0.608 2.200 -0.968
11 H 1.348 -0.747 -1.046
12 H 0.881 0.778 0.946
13 H 2.440 1.242 0.539
14 H 1.982 -0.316 1.082

Entry 3:
# C2H4N2O2S

A 2-piece molecular cluster, C2H4N2O2S overall in a non-equilibrium geometry (the ωB97M-V functional and the def2-TZVPD basis, the OMol25 dataset).

Its orbital gap is 9.9 eV. For the total energy, the calculation gives -736.62454 a.u. The calculation puts the energy relative to the best compared isomer or geometry (same formula, charge and spin) at 113.2 kcal/mol. The spin multiplicity is 1.

CARTESIAN COORDINATES (ANGSTROEM)
1 C -2.220 0.275 0.581
2 S -1.890 -0.784 -0.892
3 C -0.356 -0.303 -1.245
4 N 0.748 -0.025 -1.523
5 H -2.517 -0.233 1.428
6 H -2.946 1.060 0.470
7 H -1.424 0.891 0.795
8 O 1.697 -0.327 1.102
9 N 3.037 -0.350 0.771
10 O 3.339 -0.079 -0.448
11 H 2.532 -0.124 -1.039

Entry 4:
# C28H37BrCl5N2O4PdSbSi3

C28H37BrCl5N2O4PdSbSi3 as an isolated structure in a non-equilibrium geometry (the ωB97M-V functional and the def2-TZVPD basis, the OMol25 dataset).

Its orbital gap (alpha / beta) is 6.4 / 4.5 eV. For the total energy, the calculation gives -7610.45492 a.u. The calculation puts the energy relative to the best compared isomer or geometry (same formula, charge and spin) at 37.1 kcal/mol. As for the expectation value of S²: 6.01. As for the charge: +2. The spin multiplicity is 5.

CARTESIAN COORDINATES (ANGSTROEM)
1 Pd 1.594 0.058 2.002
2 C 3.101 1.938 -3.300
3 C 3.143 0.407 -3.155
4 C 2.283 -0.409 -3.919
5 C 2.123 -1.733 -3.587
6 C 2.928 -2.168 -2.527
7 Br 2.623 -4.044 -2.048
8 N 3.760 -1.483 -1.809
9 C 3.880 -0.163 -2.132
10 H 3.583 2.218 -4.225
11 H 3.631 2.357 -2.427
12 H 2.099 2.363 -3.297
13 H 1.685 -0.049 -4.691
14 H 1.340 -2.302 -4.072
15 H 4.635 0.399 -1.639
16 Cl 3.679 -1.636 2.622
17 C 4.294 -0.154 2.023
18 C 3.413 0.880 1.776
19 C 3.753 2.070 1.194
20 Cl 2.751 3.495 1.107
21 C 5.033 2.098 0.636
22 Cl 5.317 3.069 -0.806
23 C 6.011 1.145 0.981
24 Cl 7.673 1.362 0.515
25 C 5.621 -0.020 1.670
26 Cl 6.805 -1.183 1.977
27 C 1.128 -4.086 3.521
28 Si -0.298 -3.325 2.567
29 C -1.567 -2.193 3.404
30 C -1.143 -4.870 1.758
31 Sb 0.608 -1.828 0.490
32 Si -3.260 -1.346 -3.178
33 C -2.708 -0.663 -4.836
34 C -5.119 -1.305 -2.831
35 C -2.550 -2.994 -2.810
36 Si 0.552 1.309 3.661
37 C 0.793 0.288 5.220
38 C 1.476 2.844 3.838
39 C -1.235 1.481 3.221
40 H 0.808 -4.371 4.543
41 H 1.964 -3.330 3.483
42 H 1.488 -5.022 3.088
43 H -1.192 -1.221 3.681
44 H -1.897 -2.746 4.318
45 H -2.473 -1.925 2.903
46 H -1.323 -5.754 2.421
47 H -0.472 -5.133 0.921
48 H -2.077 -4.555 1.328
49 H -3.023 0.392 -5.032
50 H -3.260 -1.222 -5.618
51 H -1.682 -0.838 -5.129
52 H -5.517 -1.603 -1.840
53 H -5.650 -1.974 -3.497
54 H -5.366 -0.252 -2.982
55 H -1.501 -2.860 -2.589
56 H -2.662 -3.727 -3.584
57 H -3.057 -3.352 -1.970
58 H 0.458 0.829 6.138
59 H 1.858 0.153 5.317
60 H 0.470 -0.749 5.048
61 H 2.580 2.762 3.756
62 H 1.312 3.218 4.912
63 H 1.132 3.601 3.130
64 H -1.640 0.716 2.535
65 H -1.354 2.444 2.719
66 H -1.835 1.432 4.103
67 O -0.677 -0.080 -0.787
68 C -1.767 0.354 -1.220
69 O -2.588 -0.344 -1.990
70 C -2.340 1.739 -0.942
71 C -1.670 2.788 -0.267
72 C -2.151 4.138 -0.327
73 C -3.302 4.371 -1.017
74 C -4.127 3.284 -1.383
75 C -3.619 1.982 -1.393
76 N -5.323 3.558 -2.085
77 O -5.660 4.761 -2.285
78 O -5.987 2.608 -2.579
79 H -0.777 2.626 0.300
80 H -1.601 4.967 0.091
81 H -3.612 5.330 -1.398
82 H -4.324 1.178 -1.716